DFT (ωB97M-V with the def2-TZVPD basis set) results for a structure of composition C19H24BrCuIN3O2.

Properties
LUMO energy (alpha / beta) = -2.5 / -5.6 eV
energy above the lowest of the compared OMol25 structures with the same formula, charge and spin = 0.0 kJ/mol
total charge = +1
gap between HOMO and LUMO (alpha / beta) = 9.37 / 6.34 eV
spin multiplicity = 2
⟨S²⟩ = 0.7563

The geometry in XYZ format:
```
51
C19H24BrCuIN3O2 (ωB97M-V with the def2-TZVPD basis set)
Cu 0.3701 -0.3726 -0.2881
C 0.7419 0.3707 4.8564
C -0.0731 0.1955 3.5760
C -1.4775 0.7687 3.7385
C 0.6687 0.7767 2.3916
C 0.4905 2.0929 1.9709
C 1.2124 2.6140 0.9105
C 2.1543 1.8545 0.2138
C 2.9038 2.4080 -0.9607
C 2.3568 0.5419 0.6391
C 1.6223 0.0079 1.7109
H 0.2251 -0.0813 5.7033
H 0.8845 1.4303 5.0779
H 1.7276 -0.0887 4.7758
H -0.1680 -0.8788 3.3864
H -1.4507 1.8073 4.0728
H -2.0280 0.2065 4.4931
H -2.0368 0.7269 2.8034
H -0.2319 2.7242 2.4708
H 1.0424 3.6412 0.6110
H 2.5611 1.9382 -1.8849
H 3.9732 2.2193 -0.8651
H 2.7580 3.4832 -1.0477
H 3.1004 -0.0744 0.1452
H 1.8334 -1.0034 2.0443
O -0.2201 -0.8016 -4.1677
C 0.1181 -0.3828 -3.1327
N 0.4861 0.1035 -2.0874
C -4.5743 1.7372 -0.3318
N -3.5038 0.9133 0.2018
C -2.2532 0.8965 -0.2696
N -1.9152 1.7118 -1.2805
O -1.4046 0.1361 0.2766
H -5.4881 1.5016 0.2053
H -4.7472 1.5270 -1.3887
H -4.3632 2.7987 -0.1952
H -3.6791 0.2792 0.9626
H -2.6187 2.2241 -1.7834
H -1.0375 1.5165 -1.7475
Br 0.7772 -6.3658 -1.0136
C 0.0647 -5.4969 0.4890
C -0.6090 -6.2610 1.4376
C -1.1487 -5.6643 2.5629
C -1.0254 -4.2962 2.7598
C -0.3554 -3.5259 1.8244
C 0.1860 -4.1309 0.6964
I 1.1857 -2.9383 -0.6696
H -0.7055 -7.3268 1.2854
H -1.6684 -6.2738 3.2893
H -1.4469 -3.8289 3.6395
H -0.2590 -2.4592 1.9678
```

DFT (ωB97M-V with the def2-TZVPD basis set) results for an isolated molecule of C20H33ClN2O4.

Properties
LUMO energy = 0.4 eV
energy above the lowest of the compared OMol25 structures with the same formula, charge and spin = 38.6 kJ/mol
gap between HOMO and LUMO = 9.73 eV
SMILES = CN(CC1(O)CN(C(=O)C[C@@H]2C[C@@H](O)C2(C)C)C1)C(=O)C1(Cl)CCCCC1
spin multiplicity = 1

The geometry in XYZ format:
```
60
C20H33ClN2O4 (ωB97M-V with the def2-TZVPD basis set)
C -2.8812 -3.2745 -2.2517
N -2.0889 -2.5083 -1.2875
C -0.9902 -1.7494 -1.8629
C -1.3859 -0.5272 -2.6857
O -1.9711 -0.9616 -3.8838
C -2.1226 0.5691 -1.8710
N -0.8387 1.2458 -1.7512
C -0.5739 2.4598 -1.2006
O -1.4317 3.0926 -0.6145
C 0.8787 2.8781 -1.2568
C 1.6316 2.1231 -0.1690
C 1.2644 2.3977 1.3045
C 2.7477 2.2413 1.6646
O 2.9629 0.9116 2.1135
C 3.1093 2.4779 0.1654
C 4.1642 1.5781 -0.4470
C 3.4389 3.9456 -0.0661
C -0.1849 0.4549 -2.7892
C -2.8231 -2.0675 -0.1965
O -4.0262 -2.2129 -0.1887
C -2.1182 -1.7413 1.1524
Cl -3.2630 -0.6743 2.0564
C -0.7285 -1.1040 1.1916
C -0.1813 -0.9718 2.6125
C -0.1269 -2.3356 3.2939
C -1.4961 -3.0069 3.2882
C -2.0720 -3.1017 1.8793
H -3.3923 -4.0797 -1.7290
H -3.6283 -2.6653 -2.7587
H -2.2008 -3.6877 -2.9938
H -0.3206 -1.4026 -1.0875
H -0.4194 -2.4159 -2.5141
H -2.3407 -0.2045 -4.3505
H -2.8497 1.1313 -2.4672
H -2.5907 0.2941 -0.9251
H 1.3105 2.6673 -2.2397
H 0.9141 3.9526 -1.0835
H 1.5699 1.0475 -0.3619
H 0.9022 3.4148 1.4518
H 0.5856 1.7068 1.8006
H 3.1731 2.9603 2.3723
H 3.9087 0.7724 2.2256
H 5.1603 1.8082 -0.0579
H 3.9493 0.5274 -0.2486
H 4.1996 1.7180 -1.5305
H 4.4151 4.1822 0.3632
H 3.4775 4.1787 -1.1325
H 2.7048 4.6086 0.3954
H 0.8012 0.0575 -2.5369
H -0.1411 0.9608 -3.7593
H -0.0463 -1.7744 0.6615
H -0.7308 -0.1369 0.6824
H 0.8170 -0.5332 2.5619
H -0.8077 -0.2882 3.1890
H 0.5915 -2.9717 2.7630
H 0.2408 -2.2329 4.3167
H -1.4326 -4.0121 3.7105
H -2.1851 -2.4408 3.9189
H -3.0795 -3.5173 1.8962
H -1.4488 -3.7642 1.2676
```

DFT (ωB97M-V with the def2-TZVPD basis set) results for a structure of composition C3H3NO2 at a distorted geometry.

Properties
LUMO energy = 0.0 eV
energy above the lowest of the compared OMol25 structures with the same formula, charge and spin = 342.1 kJ/mol
gap between HOMO and LUMO = 9.46 eV
spin multiplicity = 1

The geometry in XYZ format:
```
9
C3H3NO2 (ωB97M-V with the def2-TZVPD basis set)
C -0.8873 -0.2967 0.0843
C 1.2463 -0.6756 -0.0938
C 1.1318 0.5910 -0.0801
H -2.6824 0.6900 0.4350
H 2.2387 -1.2131 -0.3015
H 1.5267 1.5879 0.2340
N -0.0037 -1.3284 0.0297
O -2.2495 -0.2921 -0.1926
O -0.3206 0.9371 -0.1150
```

DFT (ωB97M-V with the def2-TZVPD basis set) results for a structure of composition AsF6H20O10 at a distorted geometry.

Properties
LUMO energy = 2.2 eV
energy above the lowest of the compared OMol25 structures with the same formula, charge and spin = 219.2 kJ/mol
total charge = -1
gap between HOMO and LUMO = 11.20 eV
spin multiplicity = 1

The geometry in XYZ format:
```
37
AsF6H20O10 (ωB97M-V with the def2-TZVPD basis set)
As -0.6406 0.4477 -0.0548
F 0.2392 1.4073 1.1379
F 0.2431 1.3394 -1.3616
F -1.3362 -0.4965 -1.4140
F -1.4937 -0.5757 1.1281
F -1.9468 1.5531 0.0379
F 0.6914 -0.7581 -0.0854
O -1.8779 -5.6383 -3.2879
H -2.1599 -4.9680 -2.6656
H -1.8923 -6.4532 -2.7859
O -7.6481 3.3262 3.1040
H -6.7017 3.2644 3.2335
H -8.0201 2.7560 3.7768
O -1.4111 -3.1515 -7.1804
H -1.5915 -3.8179 -6.5174
H -0.4651 -3.1994 -7.3178
O 6.2090 -1.5291 -0.4134
H 5.2994 -1.3176 -0.2031
H 6.5663 -0.7184 -0.7757
O 1.5033 -6.1959 0.5603
H 0.9827 -5.4294 0.3203
H 2.1715 -5.8555 1.1552
O -4.2510 1.1487 5.2293
H -4.5558 0.7092 6.0231
H -3.8982 0.4445 4.6855
O 1.8953 6.3649 -4.4415
H 0.9657 6.4646 -4.2363
H 2.1287 5.5070 -4.0869
O 1.4423 6.8647 3.8730
H 1.8158 6.8895 4.7540
H 1.6257 5.9791 3.5594
O 2.7343 -2.3295 -4.9079
H 2.9514 -3.2335 -4.6799
H 2.6695 -1.8786 -4.0661
O 2.4539 0.6598 5.9954
H 2.5481 1.3027 6.6982
H 2.7531 1.1175 5.2098
```

DFT (ωB97M-V with the def2-TZVPD basis set) results for the ion C5H8N with charge +1 at a distorted geometry.

Properties
LUMO energy (alpha / beta) = -5.4 / -5.3 eV
energy above the lowest of the compared OMol25 structures with the same formula, charge and spin = 493.2 kJ/mol
total charge = +1
gap between HOMO and LUMO (alpha / beta) = 8.57 / 8.85 eV
spin multiplicity = 1

The geometry in XYZ format:
```
14
C5H8N (ωB97M-V with the def2-TZVPD basis set)
C -1.4560 -1.4482 0.1092
C 0.7535 -0.2142 0.1258
C -1.3789 1.0118 -0.0552
C -2.0809 -0.3226 -0.0596
C 2.1219 -0.6540 -0.0664
N 0.0550 0.8505 -0.0631
H -1.5599 -2.4609 0.3121
H -1.6766 1.6522 -0.9321
H -1.6371 1.5328 0.9792
H -3.1396 -0.1112 -0.2838
H 2.7053 -0.2812 0.8034
H 2.5837 -0.0623 -0.8947
H 2.3097 -1.7449 -0.1932
H 0.3566 1.5734 -0.6294
```

DFT (ωB97M-V with the def2-TZVPD basis set) results for a structure of composition C4H6O2.

Properties
LUMO energy = -0.3 eV
energy above the lowest of the compared OMol25 structures with the same formula, charge and spin = 434.6 kJ/mol
gap between HOMO and LUMO = 8.08 eV
spin multiplicity = 1

The geometry in XYZ format:
```
12
C4H6O2 (ωB97M-V with the def2-TZVPD basis set)
C -1.1808 -0.0268 -0.6258
C 0.0055 -0.3207 1.2074
O 0.9526 -1.1046 0.7847
C 1.3748 -0.1099 -0.2355
C 0.0853 0.7552 0.1986
O -0.0533 1.9950 0.2568
H -2.1257 0.2658 -0.1619
H -1.0841 0.5016 -1.5781
H -1.1424 -1.1078 -0.8030
H -0.6068 -0.5969 2.0694
H 1.4718 -0.6036 -1.2046
H 2.3031 0.3526 0.0922
```

Question: Which value of spin multiplicity does entry 3 give?
Answer: 1

Question: spin multiplicity of number 6 (C4H6O2)?
Answer: 1